# 1
The following is a DFT calculation (ωB97M-V/def2-TZVPD) of a structure of composition C3H3LiNaO3 at a distorted geometry.

Results
HOMO = -0.365 Ha
E = -13911.393 eV
net charge = +1
M = 116.98 g mol⁻¹

CARTESIAN COORDINATES (ANGSTROEM)
H: -0.3573 -2.3377 1.7976
C: -0.2863 -0.8384 1.5106
C: -0.0723 -0.1436 0.2111
O: -0.1977 1.2489 0.4524
C: -0.1834 2.1021 -0.6019
O: 0.0059 1.5838 -1.7231
O: 0.6065 -1.7192 1.7603
Na: -0.1366 4.1215 -2.5452
H: -0.8168 -0.5360 -0.5062
H: 0.9096 -0.3547 -0.2492
Li: 0.5285 -3.1266 -0.1065

Cartesian forces (eV/Å) of the 6 atoms listed first:
H 2.46 1.81 1.47
C -3.36 2.79 -1.50
C 0.88 0.29 -0.03
O -0.47 -0.34 0.79
C 0.31 0.99 -1.93
O -0.25 0.26 0.52

# 2
The following is a DFT calculation (ωB97M-V/def2-TZVPD) of a structure of composition C3H3LiNdO2 at a distorted geometry.

Results
⟨S²⟩ = 6.067
HOMO (spin up / spin down) = -0.555 / -0.545 Ha
E = -22712.550 eV
net charge = +2
2S+1 = 5
M = 222.24 g mol⁻¹

CARTESIAN COORDINATES (ANGSTROEM)
O: 1.7564 -1.2443 0.3967
Li: 0.5501 -2.5947 0.1596
C: 4.8494 0.3919 1.7619
C: 4.3108 -0.8820 1.9236
O: 6.0426 -0.0568 1.1828
C: 5.5746 -1.4264 1.3029
H: 3.6591 -1.2799 2.7036
H: 5.4792 -1.8943 0.3115
H: 6.2379 -2.0222 1.9461
Nd: 1.3921 0.7963 -0.6650

Cartesian forces (eV/Å) of the 6 atoms listed first:
O -2.30 5.58 -3.75
Li 0.49 -0.23 0.42
C 1.03 -3.33 -1.14
C -0.31 0.95 1.62
O -0.18 1.70 -0.02
C -0.39 0.19 -0.38

# 3
The following is a DFT calculation (ωB97M-V/def2-TZVPD) of a structure of composition C3H3LiNiO4 at a distorted geometry.

Results
⟨S²⟩ = 2.009
HOMO (spin up / spin down) = -0.707 / -0.707 Ha
E = -52577.831 eV
net charge = +2
2S+1 = 3
M = 168.69 g mol⁻¹

CARTESIAN COORDINATES (ANGSTROEM)
C: -1.3664 0.6573 0.7711
C: -0.6053 0.7053 -0.5221
O: 0.7711 0.3701 -0.3921
C: 1.1303 -0.9836 -0.2663
O: 1.2018 -1.6819 0.7374
O: 1.6535 -1.3433 -1.3359
O: -0.9265 0.1826 1.7952
H: -2.3379 1.1876 0.7496
H: -0.6620 1.7247 -0.9240
H: -1.1465 0.0618 -1.2355
Ni: 2.4230 0.6788 -1.4796
Li: -0.1352 -1.5594 2.1022

Cartesian forces (eV/Å) of the 6 atoms listed first:
C 0.17 0.73 0.95
C -1.43 0.60 -0.61
O 0.38 0.70 1.12
C 1.53 -2.84 1.66
O -1.99 1.80 -0.12
O 1.77 1.60 -2.43

# 4
The following is a DFT calculation (ωB97M-V/def2-TZVPD) of a structure of composition C3H3LiOYb at a distorted geometry.

Results
⟨S²⟩ = 0.755
HOMO (spin up / spin down) = -0.343 / -0.343 Ha
E = -36927.634 eV
net charge = +1
2S+1 = 2
M = 235.04 g mol⁻¹

CARTESIAN COORDINATES (ANGSTROEM)
C: -0.1673 -1.1015 0.6272
O: 0.1606 1.4032 -0.1484
C: -0.8769 0.8127 0.2117
C: -1.2694 -0.7946 -0.1997
Yb: 5.3830 0.3078 0.0077
H: -1.6563 1.3716 0.7712
H: -2.3177 -1.0500 0.0550
H: -0.9378 -1.1483 -1.2016
Li: 1.6818 0.1992 -0.1230

Cartesian forces (eV/Å) of the 6 atoms listed first:
C 0.29 0.25 0.68
O -2.85 -2.18 1.00
C 1.67 1.31 -1.51
C 0.80 0.02 0.09
Yb -0.21 -0.01 -0.02
H 0.22 -0.58 -0.22

# 5
The following is a DFT calculation (ωB97M-V/def2-TZVPD) of an isolated molecule of C3H3N at a distorted geometry.

Results
HOMO = -0.301 Ha
E = -4644.892 eV
M = 53.06 g mol⁻¹

CARTESIAN COORDINATES (ANGSTROEM)
C: 2.1683 0.1117 0.0124
C: -0.2038 0.2786 0.0098
C: -1.5069 0.1904 0.0352
N: 0.9613 -0.0420 0.0889
H: 2.7381 -0.6939 -0.1106
H: -2.0829 1.0092 0.0148
H: -2.0740 -0.8540 -0.0504

Cartesian forces (eV/Å) of the 6 atoms listed first:
C -0.08 3.43 0.36
C -2.35 -0.42 0.57
C 0.65 -4.93 -0.54
N 0.07 0.37 -0.35
H 2.34 -3.65 -0.33
H -2.08 2.91 0.07

# 6
The following is a DFT calculation (ωB97M-V/def2-TZVPD) of the ion C3H3N2O with charge +1 at a distorted geometry.

Results
HOMO (spin up / spin down) = -0.651 / -0.645 Ha
E = -8171.446 eV
net charge = +1
SMILES = Cc1c#[n+]on1
M = 83.07 g mol⁻¹

CARTESIAN COORDINATES (ANGSTROEM)
C: -0.0674 -0.0115 0.0242
C: -1.5158 -0.0239 0.0024
C: -2.4936 1.0722 -0.0040
N: -3.6879 0.8945 -0.0002
O: -3.5162 -0.7682 0.0041
N: -2.3293 -1.0618 -0.0064
H: 0.3271 0.8343 0.5954
H: 0.3615 0.1081 -0.9864
H: 0.3081 -0.9690 0.3893

Cartesian forces (eV/Å) of the 6 atoms listed first:
C 0.11 -0.41 0.18
C 0.33 2.72 -0.08
C 0.96 1.43 -0.01
N -0.03 0.80 -0.01
O -0.78 -1.24 0.01
N -0.13 -3.36 -0.03

# 7
The following is a DFT calculation (ωB97M-V/def2-TZVPD) of the ion C3H3N2O with charge +1 at a distorted geometry.

Results
⟨S²⟩ = 2.020
HOMO (spin up / spin down) = -0.495 / -0.661 Ha
E = -8170.666 eV
net charge = +1
2S+1 = 3
M = 83.07 g mol⁻¹

CARTESIAN COORDINATES (ANGSTROEM)
C: -1.9982 -0.0739 0.1522
C: 0.2108 -0.2209 -0.0165
C: 1.5988 -0.0562 -0.0181
N: -0.8093 -0.7786 0.0361
N: -3.1591 0.2423 -0.1172
O: -1.7925 1.1900 -0.0490
H: 2.1527 -0.0006 -1.0523
H: 1.8554 -1.0128 0.4612
H: 1.9414 0.7109 0.6036

Cartesian forces (eV/Å) of the 6 atoms listed first:
C 2.25 1.92 -0.45
C 1.32 -0.03 -0.10
C 1.66 -1.12 -2.47
N -1.41 -2.25 0.13
N -6.33 -3.23 -0.40
O 3.06 3.49 0.55

# 8
The following is a DFT calculation (ωB97M-V/def2-TZVPD) of the ion C3H3N2O2 with charge -1 at a distorted geometry.

Results
HOMO = -0.075 Ha
E = -10236.027 eV
net charge = -1
SMILES = O=c1[nH]cc([O-])[nH]1
M = 99.07 g mol⁻¹

CARTESIAN COORDINATES (ANGSTROEM)
O: -2.2545 1.2701 -0.0166
C: -1.0963 0.8098 -0.0212
N: -0.7047 -0.5437 0.1170
C: 0.7537 -0.6234 -0.0494
C: 1.2554 0.7009 0.0069
O: 2.4251 1.1219 0.0202
N: 0.0330 1.5475 -0.0453
H: -1.3736 -1.1549 -0.3294
H: 1.0797 -1.6188 -0.2797
H: -0.0459 2.4781 0.2606

Cartesian forces (eV/Å) of the 6 atoms listed first:
O 0.49 -0.49 -0.16
C -0.66 -1.26 0.87
N -0.64 2.16 -0.73
C -1.42 1.35 0.24
C -0.48 -2.20 -0.65
O -0.15 0.84 0.08